{"formula": "C31H47GdNO4P2", "method": "ωB97M-V/def2-TZVPD", "total_charge": 1, "multiplicity": 8, "relative_energy_kcal_mol": 0.0, "energy_ev": -81991.771, "homo_ev": [-9.45, -9.45], "fmax_ev_per_a": 3.61, "species": ["Gd", "C", "C", "C", "C", "C", "C", "H", "H", "H", "C", "H", "H", "H", "C", "H", "H", "H", "C", "H", "H", "H", "C", "H", "H", "H", "C", "C", "C", "C", "C", "C", "C", "C", "H", "H", "H", "H", "H", "H", "H", "H", "H", "H", "H", "H", "P", "P", "C", "C", "H", "H", "H", "H", "C", "H", "H", "H", "C", "H", "H", "H", "C", "H", "H", "H", "C", "H", "H", "H", "O", "C", "O", "C", "C", "C", "C", "C", "C", "N", "O", "O", "H", "H", "H", "H"], "xyz": [[-1.52162, 1.12367, 0.62080], [-3.74023, 1.25564, -0.70780], [-3.39059, 0.13919, -1.53870], [-3.66038, -0.66247, 0.59305], [-3.98979, 0.73960, 0.60965], [-3.38449, -1.03998, -0.75026], [-3.77210, 2.66537, -1.16229], [-3.20298, 2.79705, -2.08896], [-3.33444, 3.33643, -0.41897], [-4.79212, 3.02698, -1.34608], [-4.20491, 1.49497, 1.87025], [-4.18539, 2.58062, 1.72084], [-3.43552, 1.25460, 2.63940], [-5.17437, 1.25143, 2.32927], [-3.69637, -1.54910, 1.78514], [-4.73326, -1.73349, 2.11553], [-3.15152, -1.11391, 2.63670], [-3.22457, -2.51408, 1.56284], [-3.21622, -2.42698, -1.24689], [-4.17150, -2.89341, -1.52001], [-2.74981, -3.06379, -0.49523], [-2.58639, -2.44926, -2.13576], [-3.18075, 0.22135, -3.00678], [-4.11890, 0.04819, -3.56465], [-2.44256, -0.51961, -3.34534], [-2.81137, 1.21517, -3.29795], [0.81699, 1.91986, -0.03516], [0.01438, 2.20401, -1.11827], [0.22282, 1.73227, -2.53748], [0.71182, 0.27256, -2.69622], [0.04535, -0.74098, -1.80908], [0.42356, -1.06924, -0.56134], [1.67215, -0.56426, 0.11968], [1.98601, 0.95029, 0.00632], [0.92588, 2.40139, -3.06285], [1.80595, 0.24793, -2.59584], [-0.72830, 1.86301, -3.07585], [2.70133, 1.12446, -0.81321], [0.80670, 2.64835, 0.79845], [-0.58787, 3.12259, -1.05256], [2.54217, 1.23098, 0.91678], [1.59023, -0.81088, 1.18778], [-0.06592, -1.92420, -0.06075], [2.55739, -1.11440, -0.24487], [0.49371, -0.02195, -3.73570], [-0.77124, -1.30921, -2.27933], [5.48120, -2.45653, 0.29593], [5.47268, -5.51312, 0.72400], [7.14302, -3.31409, 0.14651], [7.13663, -4.66329, 0.86969], [7.90378, -2.64884, 0.57937], [7.36286, -3.44113, -0.92479], [7.90148, -5.33742, 0.45841], [7.33053, -4.52942, 1.94514], [5.82795, -6.92027, 1.85341], [5.02472, -7.66042, 1.74801], [5.83848, -6.55836, 2.88909], [6.79405, -7.38387, 1.61120], [5.79176, -6.40452, -0.86199], [6.75629, -6.92834, -0.82018], [5.78331, -5.70090, -1.70301], [4.98399, -7.13346, -1.00794], [6.01270, -1.02791, 1.33154], [5.19004, -0.30216, 1.38491], [6.90456, -0.55259, 0.89984], [6.23609, -1.38028, 2.34716], [5.45624, -1.61944, -1.34400], [5.28491, -2.36885, -2.12804], [6.40920, -1.10392, -1.52677], [4.62908, -0.89571, -1.36502], [-0.86590, 5.03528, 2.02867], [-1.83179, 4.38320, 1.70477], [-1.77455, 3.07915, 1.35577], [-3.24752, 4.92031, 1.65003], [-4.11907, 4.77085, 2.74449], [-5.48500, 4.98237, 2.60033], [-5.99421, 5.41273, 1.35487], [-5.11006, 5.73794, 0.30353], [-3.73646, 5.50841, 0.47127], [-7.38312, 5.21657, 1.07875], [-8.11729, 4.77894, 1.99534], [-7.81891, 5.48098, -0.06204], [-3.71024, 4.47003, 3.70550], [-6.17588, 4.79832, 3.41787], [-5.52091, 6.13469, -0.62569], [-3.05561, 5.78831, -0.33418]]}